{
  "formula": "C20H22N4O",
  "method": "ωB97M-V/def2-TZVPD",
  "multiplicity": 1,
  "orbital_gap_ev": 8.0,
  "e_above_lowest_kj_mol": 209.8,
  "lumo_energy_ev": 0.36,
  "smiles": "Cc1cc(/C=C/C(=O)N(C)Cc2cc3ccccc3n2C)cnc1N",
  "charge": 0,
  "homo_ev": -7.690,
  "symbols": ["C", "C", "C", "C", "C", "C", "C", "O", "N", "C", "C", "C", "C", "C", "C", "C", "C", "C", "C", "N", "C", "C", "N", "C", "N", "H", "H", "H", "H", "H", "H", "H", "H", "H", "H", "H", "H", "H", "H", "H", "H", "H", "H", "H", "H", "H", "H"],
  "positions_angstrom": [[-0.327, -1.385, 5.590], [0.065, -0.107, 4.896], [-0.458, 0.120, 3.623], [-0.145, 1.296, 2.961], [-0.667, 1.526, 1.619], [-0.032, 2.339, 0.682], [-0.423, 2.363, -0.713], [-1.629, 2.330, -0.895], [0.511, 2.267, -1.759], [1.952, 2.123, -1.585], [0.034, 1.888, -3.086], [-0.015, 0.347, -3.161], [1.066, -0.490, -3.295], [0.587, -1.837, -3.485], [1.266, -3.070, -3.637], [0.556, -4.264, -3.786], [-0.865, -4.209, -3.726], [-1.527, -2.971, -3.530], [-0.777, -1.774, -3.403], [-1.155, -0.452, -3.201], [-2.493, -0.034, -2.831], [0.650, 2.241, 3.659], [1.052, 2.095, 4.926], [0.790, 0.936, 5.510], [1.413, 0.913, 6.724], [0.333, -1.586, 6.456], [-0.281, -2.286, 5.007], [-1.375, -1.301, 5.895], [-1.041, -0.619, 3.083], [-1.486, 0.902, 1.227], [0.868, 2.866, 0.983], [2.177, 1.123, -1.315], [2.517, 2.358, -2.488], [2.302, 2.788, -0.792], [0.744, 2.210, -3.862], [-0.939, 2.303, -3.321], [2.122, -0.192, -3.338], [2.364, -3.054, -3.662], [1.125, -5.167, -3.992], [-1.466, -5.138, -3.795], [-2.619, -2.967, -3.547], [-2.517, 0.135, -1.742], [-3.258, -0.781, -3.079], [-2.767, 0.894, -3.312], [0.885, 3.173, 3.116], [1.014, 0.358, 7.451], [1.870, 1.789, 6.931]]
}